[1]
210
Properties=species:S:1:pos:R:3 method="wB97M-V/def2-TZVPD" e_tot_ha=-5155.1539 charge=-1
Sn -1.8630 4.2396 1.0416
Sn -6.0610 1.4449 -0.3431
P -5.1290 5.0286 -0.1323
O -4.7054 3.7370 0.7651
O -5.8970 4.2821 -1.3102
O -3.8458 5.7605 -0.5183
O -6.0378 5.9376 0.7796
N -3.4164 3.7977 4.6205
O -2.3311 4.1134 5.0519
O -3.4986 3.3741 3.4544
O -4.4620 4.0170 5.1826
N -2.0211 0.6032 -0.8325
O -2.7390 1.2501 0.0165
O -0.8066 0.8228 -0.7968
O -2.6042 -0.1109 -1.6089
C -4.5082 0.0762 2.8339
O -4.8267 -0.4921 1.6456
C -4.4172 -1.8145 1.5096
C -4.9421 -2.3917 0.2060
N -4.9016 -1.4421 -0.8632
C -5.4188 -2.0075 -2.1148
C -5.4270 -0.9289 -3.2280
O -6.3689 0.1114 -3.2074
C -7.7574 -0.3069 -3.4798
H -4.6455 1.1437 2.6617
H -3.5089 -0.1515 3.2049
H -5.1424 -0.2045 3.6748
H -4.9149 -2.3787 2.2983
H -3.3572 -1.9680 1.7122
H -5.9609 -2.7543 0.3432
H -4.4285 -3.3451 0.0818
H -4.0188 -1.0017 -1.0797
H -6.4763 -2.2296 -1.9713
H -4.9627 -2.9416 -2.4429
H -5.5153 -1.4096 -4.2023
H -4.3711 -0.6604 -3.2623
H -8.0354 -1.2270 -2.9658
H -7.9178 -0.4631 -4.5465
H -8.3622 0.4694 -3.0110
C 2.7093 -3.5869 -2.2827
O 3.7970 -4.1173 -1.5446
C 4.1277 -5.5180 -1.6583
C 5.2551 -5.7951 -0.7076
N 6.4394 -4.9243 -0.8500
C 7.1243 -4.8848 0.4564
C 8.3775 -4.0087 0.4074
O 8.1172 -2.7191 0.0564
C 9.2614 -1.8217 0.2205
H 3.2339 -2.7508 -2.7451
H 1.9094 -3.2335 -1.6320
H 2.1738 -4.1660 -3.0350
H 4.3645 -5.5991 -2.7192
H 3.2257 -6.0962 -1.4578
H 5.4302 -6.8707 -0.7270
H 4.7406 -5.7141 0.2499
H 6.0750 -3.9853 -0.9250
H 7.4652 -5.8892 0.7073
H 6.4557 -4.4108 1.1751
H 9.1058 -4.4287 -0.2864
H 8.8850 -3.8780 1.3632
H 9.3631 -1.5540 1.2722
H 8.9846 -0.9743 -0.4068
H 10.1924 -2.2996 -0.0845
C -4.2729 -2.2062 6.7988
O -3.3061 -2.9821 6.0899
C -3.5583 -4.3171 6.0401
C -2.5828 -5.0534 5.0269
N -2.9454 -4.8795 3.6204
C -2.1089 -5.6311 2.7456
C -2.4386 -5.3922 1.2375
O -2.2190 -4.0951 0.7772
C -0.9154 -3.6831 0.4142
H -5.2055 -2.2612 6.2372
H -4.0369 -1.1460 6.7071
H -4.3124 -2.5544 7.8310
H -4.6158 -4.3507 5.7782
H -3.5443 -4.7225 7.0518
H -2.7630 -6.1141 5.2020
H -1.5114 -4.8532 5.0290
H -2.9740 -3.8814 3.4686
H -2.2676 -6.7088 2.7822
H -1.0715 -5.3398 2.9100
H -3.4434 -5.7791 1.0678
H -1.9411 -6.0730 0.5468
H -0.5600 -4.3820 -0.3431
H -0.2327 -3.7088 1.2635
H -0.9544 -2.6575 0.0473
C 1.5747 0.3270 -5.8845
O 2.1272 1.5939 -5.9755
C 1.1974 2.6153 -5.9918
C 1.9521 3.9946 -6.3015
N 2.3321 4.0234 -7.6818
C 3.5028 4.8836 -7.8371
C 4.7766 4.2273 -7.1968
O 5.2044 3.0516 -7.9612
C 6.2890 2.1732 -7.4703
H 1.1051 0.0504 -6.8285
H 0.8153 0.4763 -5.1170
H 2.3613 -0.3166 -5.4908
H 0.6633 2.5622 -5.0431
H 0.4784 2.4571 -6.7956
H 2.7673 3.9150 -5.5823
H 1.1494 4.7206 -6.1721
H 2.7760 3.1173 -7.7264
H 3.3097 5.8658 -7.4057
H 3.6474 5.1280 -8.8895
H 4.5261 3.9957 -6.1616
H 5.6343 4.8977 -7.2526
H 6.7096 1.6778 -8.3454
H 5.7601 1.5191 -6.7771
H 7.0995 2.6890 -6.9555
C 0.1982 10.5265 3.7742
O -0.6585 9.3577 3.6667
C -0.0102 8.2195 4.2603
C -0.7190 6.8688 3.7386
N -0.0861 6.3145 2.5141
C 1.2020 5.6892 2.6139
C 1.2324 4.4803 3.5103
O 0.3422 3.4400 3.0427
C 0.1769 2.3311 3.9074
H -0.3851 11.3931 3.4630
H 1.0661 10.2696 3.1668
H 0.4828 10.6501 4.8191
H -0.0334 8.2552 5.3495
H 1.0650 8.3442 4.1319
H -1.7915 6.9580 3.5654
H -0.6816 6.1025 4.5128
H -0.0280 7.0900 1.8697
H 1.8482 6.4828 2.9890
H 1.4491 5.3345 1.6133
H 1.0747 4.6685 4.5723
H 2.2180 4.0158 3.5397
H 1.0226 1.6608 4.0609
H -0.6834 1.8860 3.4076
H -0.1711 2.5872 4.9081
C 2.1874 -6.6557 7.2940
O 1.4623 -5.5257 7.0820
C 1.5428 -4.5525 8.0457
C 0.4715 -3.4753 7.7429
N 0.9799 -2.4048 6.9852
C 1.4424 -2.6606 5.6574
C 1.6659 -1.2729 4.9670
O 0.6322 -0.2612 5.2834
C -0.7780 -0.4797 4.8923
H 1.7359 -7.3447 8.0078
H 3.2485 -6.5492 7.5195
H 2.0626 -7.2765 6.4069
H 2.5365 -4.1066 8.0869
H 1.1357 -5.0327 8.9356
H 0.1887 -3.1136 8.7314
H -0.4509 -3.9299 7.3812
H 0.4061 -1.5785 7.0753
H 0.6954 -3.0790 4.9829
H 2.3168 -3.3105 5.6226
H 1.8312 -1.3230 3.8908
H 2.6473 -1.0237 5.3706
H -1.3602 0.2985 5.3857
H -1.2445 -1.4541 5.0375
H -0.8377 -0.3129 3.8168
C -2.6886 -1.9394 -5.2836
C -2.2455 -3.4257 -5.0321
C -0.7493 -3.7107 -5.0588
O -0.5343 -5.0628 -5.2398
C 0.8652 -5.4855 -5.2454
N -2.8016 -3.7853 -3.7025
H -2.4836 -1.5282 -6.2721
H -2.3282 -1.4098 -4.4017
H -3.7695 -2.0650 -5.2203
H -2.6425 -3.9878 -5.8773
H -0.3054 -3.2434 -4.1797
H -0.2246 -3.3412 -5.9399
H 1.1638 -5.6807 -4.2154
H 1.4250 -4.6752 -5.7123
H 1.0159 -6.4120 -5.7996
H -3.0198 -2.8915 -3.2857
H -2.0542 -4.0093 -3.0612
C -3.4475 2.8472 -4.3023
C -3.0727 3.6531 -3.0873
C -1.5407 3.9502 -3.0768
O -1.1476 4.5222 -1.8510
C -0.0512 5.4189 -2.0679
N -4.0072 4.7847 -3.1047
H -3.7666 3.4146 -5.1765
H -4.2683 2.1403 -4.1814
H -2.5718 2.2243 -4.4846
H -3.3950 3.0898 -2.2116
H -1.3102 4.5622 -3.9488
H -1.0044 3.0019 -3.1110
H -0.1503 6.1822 -2.8397
H 0.8477 4.8876 -2.3804
H 0.1576 5.9163 -1.1208
H -3.5970 5.4710 -2.4876
H -4.7752 4.4702 -2.5291
C 2.5750 1.4605 1.1770
C 2.5414 2.2554 -0.1547
C 2.9758 1.4754 -1.3551
O 4.2915 1.4561 -1.4793
C 4.6620 1.2187 -2.8942
N 1.2016 2.7332 -0.2427
H 2.2203 1.9903 2.0611
H 3.5751 1.0716 1.3684
H 2.0880 0.4956 1.0359
H 3.2930 3.0373 -0.0450
H 2.5117 1.8849 -2.2523
H 2.6149 0.4469 -1.3615
H 5.7398 1.3717 -2.8391
H 4.1412 1.8507 -3.6135
H 4.5376 0.1891 -3.2298
H 0.6809 1.8680 -0.2636
H 0.9917 3.1845 -1.1215


[2]
136
Properties=species:S:1:pos:R:3 method="wB97M-V/def2-TZVPD" e_above_lowest_kj_mol=378.72 e_tot_ha=-2724.8651 charge=-1
O 2.5840 0.3352 0.1568
C 1.3828 0.3403 0.2975
O 0.5645 1.3910 0.3054
B -0.8719 0.8634 0.1848
O -0.8194 -0.6153 0.0534
C 0.4460 -0.9593 0.1271
O 0.9563 -2.0502 0.0505
O -1.5570 1.4976 -0.9465
C -2.6057 2.1654 -0.5739
O -3.3612 2.7911 -1.2995
C -2.6740 2.0992 0.9327
O -1.5536 1.4044 1.3579
O -3.4566 2.7789 1.6491
C 4.1937 -5.8542 -1.5146
C 3.8446 -4.3485 -1.8399
O 4.9234 -3.4406 -2.0377
C 4.4457 -2.0924 -1.9599
C 5.7128 -1.1512 -1.9742
H 4.7589 -6.3544 -2.3009
H 4.6020 -5.8952 -0.5048
H 3.3311 -6.5202 -1.4909
H 3.2051 -4.3105 -2.7217
H 3.1521 -4.0115 -1.0685
H 3.9383 -1.8391 -2.8907
H 3.8467 -1.8102 -1.0941
H 6.1773 -1.3047 -1.0002
H 5.4933 -0.0885 -2.0776
H 6.4471 -1.3133 -2.7633
C -0.9768 7.6296 -0.7351
C -2.2612 6.8845 -0.4556
O -2.7616 7.0562 0.8607
C -3.3593 5.9102 1.4349
C -4.2915 6.4826 2.5441
H -1.1060 8.6375 -0.3407
H -0.1416 7.1591 -0.2163
H -0.6782 7.6643 -1.7828
H -3.1002 7.1171 -1.1115
H -2.1191 5.8237 -0.6618
H -3.8382 5.3538 0.6291
H -2.5306 5.3490 1.8665
H -5.1858 5.8600 2.5198
H -4.5621 7.5230 2.3640
H -3.7976 6.4661 3.5156
C -0.1130 -9.5571 1.8452
C 1.2658 -9.0939 1.3080
O 1.7033 -7.7768 1.6776
C 1.0729 -6.7859 0.8493
C 1.4420 -5.3713 1.2343
H -0.0055 -9.6880 2.9219
H -0.8431 -8.7842 1.6051
H -0.3838 -10.4393 1.2651
H 2.1036 -9.7560 1.5265
H 1.0739 -9.1290 0.2356
H 1.4122 -6.8603 -0.1838
H -0.0112 -6.8055 0.7382
H 1.2828 -5.2065 2.2999
H 0.9219 -4.5766 0.6993
H 2.4689 -5.1011 0.9881
C 5.9462 2.0094 6.4291
C 5.1710 0.8122 6.0218
O 4.7547 0.9643 4.6432
C 5.6851 0.6187 3.6305
C 5.1838 1.0085 2.2597
H 5.9184 2.0431 7.5183
H 6.9601 2.2523 6.1110
H 5.4641 2.9448 6.1453
H 5.6561 -0.1637 6.0393
H 4.2718 0.8423 6.6372
H 6.5449 1.2292 3.9063
H 6.0206 -0.4179 3.6638
H 5.8629 0.9135 1.4124
H 4.7288 1.9947 2.1676
H 4.3236 0.3418 2.1998
C -1.9321 0.5649 -4.6167
C -2.4173 -0.7621 -5.2615
O -2.7578 -0.6898 -6.6943
C -1.5429 -0.5147 -7.4282
C -1.8470 -0.0340 -8.8541
H -0.9373 0.9088 -4.8996
H -2.6544 1.3267 -4.9101
H -2.0425 0.4037 -3.5443
H -1.7948 -1.6247 -5.0240
H -3.3361 -0.9082 -4.6937
H -0.8948 0.1917 -6.9096
H -1.0521 -1.4864 -7.3727
H -1.0234 0.2589 -9.5053
H -2.5481 0.7954 -8.9460
H -2.2108 -0.9347 -9.3485
C -0.2833 -3.8760 -2.9385
C 0.3824 -2.6053 -3.4248
O 1.0698 -2.9286 -4.6718
C 1.8568 -1.8418 -5.1700
C 2.9103 -2.4804 -6.1159
H 0.4540 -4.6458 -2.7105
H -0.9592 -3.6939 -2.1030
H -0.9906 -4.2155 -3.6952
H -0.3655 -1.8276 -3.5791
H 1.1705 -2.3477 -2.7173
H 1.2230 -1.1615 -5.7388
H 2.3179 -1.2872 -4.3528
H 3.2040 -1.7590 -6.8784
H 2.3939 -3.2866 -6.6370
H 3.7044 -2.9046 -5.5015
C 0.2666 4.4399 2.6835
C 1.3466 4.0691 3.7039
C 2.7644 4.3073 3.2240
O 1.0594 4.9529 4.7300
H 0.4077 5.3845 2.1582
H -0.7386 4.5252 3.0962
H 0.4389 3.7968 1.8205
H 1.2037 3.1137 4.2086
H 2.9335 5.3813 3.1454
H 3.0086 3.7124 2.3439
H 3.4779 4.0470 4.0058
H 1.2730 5.7397 4.2231
C -7.1132 4.0802 1.3431
C -7.0363 2.5526 1.5034
C -6.5241 2.2884 2.9121
O -8.3469 2.1513 1.3601
H -7.6865 4.2527 0.4323
H -6.1274 4.5358 1.2494
H -7.5857 4.5763 2.1910
H -6.2476 2.2235 0.8268
H -6.8975 2.9891 3.6589
H -5.4488 2.4279 3.0236
H -6.9686 1.3793 3.3170
H -8.8734 2.7550 1.8891
C -4.3444 -1.6882 3.8454
C -3.6373 -0.8937 2.7586
O -2.5785 -1.6283 2.2099
H -5.1355 -2.3122 3.4296
H -4.8656 -0.9598 4.4666
H -3.6579 -2.2684 4.4619
H -3.2025 -0.0403 3.2788
H -4.3006 -0.4376 2.0237
H -2.2396 -1.1727 1.4359


[3]
19
Properties=species:S:1:pos:R:3 method="wB97M-V/def2-TZVPD" e_above_lowest_kj_mol=363.47 e_tot_ha=-344.2466 smiles="C=C(C)O.CNN"
C 0.9088 -0.8212 -2.6982
C 1.4881 -0.3726 -0.2742
C -1.2266 -0.7038 1.8586
C 0.7848 -0.1259 -1.3878
N -0.4946 0.5192 2.1535
N -1.0268 1.5406 1.1425
O -0.0665 0.8529 -1.4096
H 1.7087 -0.5657 -3.2731
H -0.0209 -0.3678 -3.1204
H 0.6800 -1.9430 -2.6921
H -0.6205 2.4492 1.3098
H 1.4490 0.2073 0.6411
H 2.3698 -1.0421 -0.3534
H -0.8543 -1.4167 2.5922
H -2.3083 -0.7634 2.0694
H -1.0723 -1.0239 0.8563
H 0.4714 0.3639 1.8708
H -1.9923 1.8198 1.2911
H -0.1774 1.3932 -0.5766


no.,E_HOMO (eV),LUMO (eV)
1,-3.99,0.55
2,-7.37,2.30
3,-8.27,0.97